Below is a cluster of 11 separate species, C44H88O11 in total, with properties calculated with ωB97M-V with the def2-TZVPD basis set.

Last column: Mulliken charge in e.
Element x y z (Å)
C 4.7769 5.5791 -24.6159  0.537
C 4.0175 4.2776 -24.8251  -0.121
C 4.6536 3.6630 -26.0240  0.268
O 4.9378 4.7808 -26.9222  -0.529
C 5.2748 5.9646 -26.0406  -0.561
H 5.5800 5.3809 -23.9061  -0.537
H 4.1230 6.3687 -24.2458  0.120
H 2.9618 4.4151 -25.0588  0.351
H 4.0500 3.7075 -23.8966  -0.045
H 4.1333 2.8733 -26.5660  0.297
H 5.6380 3.2684 -25.7723  -0.283
H 4.7140 6.8570 -26.3185  0.332
H 6.3350 6.2078 -26.1118  0.250
C 2.3514 6.3516 -21.3087  -0.589
C 1.6424 6.8322 -20.1013  -0.707
C 2.0457 5.7302 -19.1394  -0.478
O 3.3789 5.4429 -19.4875  -0.239
C 3.7450 5.9452 -20.7720  0.466
H 2.5940 7.1628 -21.9951  0.371
H 1.8262 5.5079 -21.7564  0.268
H 0.5656 6.8163 -20.2696  0.373
H 1.9530 7.8283 -19.7859  0.249
H 1.3031 4.9329 -19.1080  0.204
H 2.0249 6.0067 -18.0852  0.364
H 4.2762 5.3458 -21.5113  -0.411
H 4.3561 6.8336 -20.6134  0.168
C 8.0094 6.2619 -21.1811  0.971
C 9.1378 5.6876 -20.4138  -0.602
C 9.8280 6.9568 -19.7837  -0.185
O 9.6588 7.9122 -20.8539  -0.506
C 8.4506 7.6610 -21.6012  -0.623
H 7.2327 6.3322 -20.4196  -0.224
H 7.7138 5.4783 -21.8788  -0.282
H 9.8629 5.2328 -21.0886  0.408
H 8.9200 4.9263 -19.6647  0.206
H 10.8224 6.8273 -19.3565  0.378
H 9.2346 7.2006 -18.9025  -0.097
H 8.6673 7.6238 -22.6687  0.305
H 7.6297 8.3574 -21.4298  0.316
C 1.9948 0.0437 -19.2194  -0.243
C 1.3580 1.2862 -18.6354  -0.063
C 1.6336 1.1482 -17.1285  -0.510
O 2.3199 -0.1573 -16.9457  -0.476
C 2.9287 -0.4661 -18.1926  0.718
H 2.6104 0.1053 -20.1168  0.135
H 1.2597 -0.6851 -19.5609  0.204
H 0.2927 1.4042 -18.8339  0.406
H 1.9129 2.1576 -18.9828  -0.360
H 0.7117 1.3179 -16.5722  0.455
H 2.4198 1.8235 -16.7912  0.169
H 3.0578 -1.5251 -18.4159  -0.135
H 3.9215 -0.0290 -18.2989  -0.299
C 4.8895 0.1684 -25.8795  -0.857
C 4.8126 0.5583 -24.4400  0.699
C 4.6837 -0.7012 -23.6475  0.563
O 5.6164 -1.5119 -24.4440  -0.468
C 5.2648 -1.3650 -25.8259  -0.532
H 5.5233 0.7161 -26.5769  0.296
H 3.8886 0.2762 -26.2975  0.350
H 4.0470 1.3205 -24.2948  0.391
H 5.7802 1.0056 -24.2125  -0.591
H 3.6402 -1.0150 -23.6196  0.123
H 5.0955 -0.6798 -22.6385  -0.465
H 4.4299 -1.8929 -26.2869  0.237
H 6.1158 -1.6929 -26.4228  0.349
C 5.4294 6.9963 -14.9501  -0.811
C 6.0857 5.8871 -15.7485  0.656
C 6.4519 6.6201 -17.0297  0.574
O 6.9076 7.9034 -16.5658  -0.450
C 6.4869 8.0776 -15.2516  -0.507
H 5.2966 6.8193 -13.8828  0.370
H 4.4045 7.1704 -15.2780  0.292
H 5.4485 5.0146 -15.8924  -0.060
H 6.9810 5.4140 -15.3452  -0.147
H 5.6228 6.9524 -17.6545  -0.193
H 7.2232 6.1988 -17.6745  -0.426
H 6.0822 9.0748 -15.0792  0.376
H 7.2359 7.7556 -14.5282  0.271
C 5.1950 -4.2208 -20.0448  -0.671
C 4.9058 -3.2095 -21.1695  0.295
C 3.3867 -3.4494 -21.6120  -0.300
O 2.9731 -4.4162 -20.6509  -0.513
C 3.8032 -4.5505 -19.4965  -0.391
H 5.8316 -3.8115 -19.2604  0.318
H 5.6880 -5.1370 -20.3696  0.370
H 5.7197 -3.4376 -21.8576  0.396
H 4.8964 -2.1725 -20.8338  -0.499
H 3.4206 -3.8052 -22.6417  0.244
H 2.6788 -2.6293 -21.4922  0.257
H 3.9953 -5.5564 -19.1231  0.350
H 3.5122 -3.9316 -18.6477  0.152
C 6.1192 1.7393 -15.2875  0.571
C 5.7057 0.2483 -15.3937  -0.362
C 4.4787 0.3074 -14.4402  -0.168
O 4.7015 1.3271 -13.5063  -0.492
C 5.9239 2.0042 -13.8244  -0.563
H 5.5066 2.3989 -15.9022  -0.281
H 7.1830 1.8171 -15.5116  -0.072
H 6.4324 -0.4799 -15.0336  0.321
H 5.4710 -0.0280 -16.4216  0.064
H 4.4449 -0.5688 -13.7927  0.333
H 3.5460 0.3523 -15.0024  0.056
H 6.5749 1.4780 -13.1262  0.336
H 5.9202 3.0899 -13.7273  0.332
C 5.3956 2.8421 -20.6702  0.800
C 6.0320 3.2964 -19.3109  0.944
C 6.6018 2.0249 -18.7557  0.911
O 6.8957 1.2684 -19.9447  -0.571
C 5.7588 1.3884 -20.8501  1.010
H 5.8416 3.3354 -21.5338  -0.992
H 4.3254 3.0430 -20.6232  0.503
H 5.2724 3.6652 -18.6217  0.101
H 6.7741 4.0858 -19.4298  -1.192
H 6.0102 1.6016 -17.9440  -0.770
H 7.5573 2.3579 -18.3507  0.090
H 5.0377 0.6254 -20.5571  -0.940
H 6.0573 1.1938 -21.8802  -0.252
C 9.2048 4.7217 -24.3751  0.052
C 8.5884 3.2782 -23.9743  0.493
C 9.0289 2.3576 -25.1128  -0.436
O 9.5280 3.2832 -26.1320  -0.464
C 10.0689 4.4764 -25.5532  -0.510
H 9.7015 5.2534 -23.5636  0.171
H 8.4142 5.3851 -24.7260  -0.143
H 7.5060 3.3584 -23.8740  -0.566
H 8.9176 2.8902 -23.0104  0.428
H 8.1981 1.7916 -25.5341  0.062
H 9.8250 1.6343 -24.9366  0.348
H 10.0332 5.1734 -26.3905  0.248
H 11.1313 4.2678 -25.4272  0.280
C 10.8171 4.2132 -14.9227  -0.785
C 10.4271 5.6997 -14.8444  -0.237
C 10.5878 6.0720 -16.3310  -0.512
O 9.9796 4.9426 -16.9566  -0.233
C 10.1558 3.6916 -16.2578  0.414
H 10.3940 3.6554 -14.0872  0.387
H 11.8695 3.9438 -14.8324  0.284
H 10.9159 6.4214 -14.1899  0.399
H 9.4169 5.9066 -14.4914  -0.011
H 11.6145 6.0328 -16.6948  0.290
H 10.1332 6.9994 -16.6794  0.316
H 10.8107 2.9582 -16.7282  0.291
H 9.1540 3.2869 -16.1138  -0.521

Summary:
M ... 793.18 g mol⁻¹
Energy ... -69567.796 eV
ΔE to the lowest compared entry with this formula, charge and spin ... 4.637 eV
HOMO ... -9.276 eV
Largest force on an atom ... 3.1 eV/Å
SMILES ... C1CCOC1.C1CCOC1.C1CCOC1.C1CCOC1.C1CCOC1.C1CCOC1.C1CCOC1.C1CCOC1.C1CCOC1.C1CCOC1.C1CCOC1